{"formula": "C2H11N2O2", "method": "ωB97M-V/def2-TZVPD", "spin_multiplicity": 1, "homo_ha": -0.476, "e_lumo_ha": -0.130, "orbital_gap_ev": 9.4, "charge": 1, "de_lowest_kcal_mol": 63.44, "symbols": ["C", "H", "H", "H", "O", "H", "H", "H", "H", "N", "O", "H", "H", "C", "N", "H", "H"], "positions_angstrom": [[-0.445, -1.224, 0.518], [0.657, 1.501, 1.297], [0.999, -0.884, -2.249], [-1.797, -1.749, -0.996], [0.666, 3.506, 1.625], [-0.658, 0.398, -0.848], [-2.540, -1.403, 0.490], [0.906, 3.609, 2.540], [-1.813, -2.819, 0.263], [-1.737, -1.828, 0.026], [1.234, -1.773, -2.475], [0.550, 4.379, 1.248], [1.848, -1.677, -3.220], [-0.235, 0.026, 0.095], [0.765, 0.896, 0.490], [-0.024, -1.917, 1.222], [1.623, 0.959, -0.022]], "lowdin_charge": [-0.0250, 0.0648, -0.0089, 0.1717, -0.0432, 0.1291, 0.1705, 0.0447, 0.1695, 0.1884, -0.0536, 0.0539, 0.0597, -0.1957, 0.0492, 0.1265, 0.0984]}